# 1
# CH4N2OS

One molecule with the formula CH4N2OS (ωB97M-V with the def2-TZVPD basis set, the OMol25 dataset).

The calculation puts the energy above the lowest of the compared OMol25 structures with the same formula, charge and spin at 1.8905 eV. Its charge is 0. The SMILES is NC(=S)NO. Its HOMO energy is -8.92 eV. The HOMO-LUMO gap is 9.61 eV. Its max |F| is 2.9 eV/Å.

Positions of all 9 atoms, in Å:
C  -0.265  0.416  0.002
H  -2.024  1.253  -0.115
H  -0.778  2.450  -0.125
H  1.436  1.164  0.870
H  1.423  -1.112  0.219
N  -1.077  1.453  -0.062
N  1.076  0.725  0.064
O  1.921  -0.362  -0.161
S  -0.864  -1.163  0.026

# 2
# CH4N2S2

One molecule with the formula CH4N2S2 (ωB97M-V with the def2-TZVPD basis set, the OMol25 dataset).

The calculation puts the energy above the lowest of the compared OMol25 structures with the same formula, charge and spin at 2.7878 eV. Its charge is 0. The SMILES is S/N=C/NS. Its HOMO energy is -8.41 eV. The HOMO-LUMO gap is 8.93 eV. Its max |F| is 4.9 eV/Å.

Positions of all 9 atoms, in Å:
C  0.497  -0.200  0.150
H  -0.845  1.667  -1.254
H  1.803  0.161  -1.266
H  1.369  -0.761  0.569
H  -1.956  -0.468  2.829
N  0.791  0.120  -1.216
N  -0.645  -0.216  0.595
S  -0.244  0.919  -2.400
S  -0.772  -1.223  1.992

# 3
# CH4N2S2

One molecule with the formula CH4N2S2 (ωB97M-V with the def2-TZVPD basis set, the OMol25 dataset).

The calculation puts the energy above the lowest of the compared OMol25 structures with the same formula, charge and spin at 2.3614 eV. Its charge is 0. The SMILES is S/N=C/NS. Its HOMO energy is -8.25 eV. The HOMO-LUMO gap is 8.96 eV. Its max |F| is 6.2 eV/Å.

Positions of all 9 atoms, in Å:
C  -0.274  -0.083  -0.390
H  -0.332  2.913  -0.109
H  -0.404  0.456  1.579
H  -0.890  -0.140  -1.193
H  1.817  -2.927  0.321
N  -0.606  0.666  0.655
N  0.746  -0.817  -0.103
S  -1.344  2.126  0.171
S  1.287  -2.195  -0.932

# 4
# CH4N3

An isolated ion of composition CH4N3 and charge +1 (ωB97M-V with the def2-TZVPD basis set, the OMol25 dataset).

The calculation puts the energy above the lowest of the compared OMol25 structures with the same formula, charge and spin at 3.1153 eV. Its charge is +1. The SMILES is [NH2+]=C1NN1. Its HOMO energy is -16.24 eV. The HOMO-LUMO gap is 11.39 eV. Its max |F| is 7.2 eV/Å.

Positions of all 8 atoms, in Å:
C  0.073  -0.101  0.149
N  -0.969  -0.897  -0.182
N  -1.239  0.609  0.099
N  1.283  0.158  0.179
H  -1.516  -1.530  0.428
H  -1.367  1.109  -0.861
H  2.010  -0.449  -0.002
H  1.725  1.101  0.189

# 5
# CH4N3

An isolated ion of composition CH4N3 and charge +1 (ωB97M-V with the def2-TZVPD basis set, the OMol25 dataset).

The calculation puts the energy above the lowest of the compared OMol25 structures with the same formula, charge and spin at 2.6418 eV. Its charge is +1. The SMILES is N#[N+]CN. Its HOMO energy is -15.62 eV. The HOMO-LUMO gap is 9.48 eV. Its max |F| is 7.0 eV/Å.

Positions of all 8 atoms, in Å:
C  0.011  0.644  0.182
N  -2.139  -0.437  -0.370
N  -1.222  0.129  -0.069
N  0.889  -0.610  -0.105
H  0.047  1.054  1.115
H  0.392  1.402  -0.416
H  0.881  -0.952  -1.033
H  1.141  -1.231  0.696

# 6
# CH4N3O

A 2-piece molecular cluster, CH4N3O overall (ωB97M-V with the def2-TZVPD basis set, the OMol25 dataset).

The calculation puts the energy above the lowest of the compared OMol25 structures with the same formula, charge and spin at 4.5552 eV. Its charge is +1. Its HOMO energy is -14.26 eV. The HOMO-LUMO gap is 9.31 eV. Its max |F| is 6.5 eV/Å.

Positions of all 9 atoms, in Å:
C  1.257  0.073  -0.071
N  -2.253  -0.653  0.267
N  0.441  0.905  0.519
N  2.024  -0.423  -0.858
O  -1.350  -0.757  -0.498
H  0.702  1.366  1.414
H  -0.533  0.709  0.316
H  -2.690  -1.654  0.429
H  2.739  -1.024  -1.183

# 7
# CH4N3O5S2

An isolated ion of composition CH4N3O5S2 and charge -1 (ωB97M-V with the def2-TZVPD basis set, the OMol25 dataset).

The calculation puts the energy above the lowest of the compared OMol25 structures with the same formula, charge and spin at 0.0000 eV. Its charge is -1. Its HOMO energy is -5.73 eV. The HOMO-LUMO gap is 9.21 eV. Its max |F| is 1.3 eV/Å.

Positions of all 15 atoms, in Å:
C  -1.606  0.014  -0.298
N  -2.301  -0.830  -1.140
N  0.624  0.806  1.467
N  -0.622  0.664  -0.918
O  3.444  -0.881  0.846
O  -1.941  0.108  0.885
O  1.280  -1.802  0.274
O  1.860  0.581  -0.729
O  0.732  2.645  -0.271
S  2.513  -1.196  -0.231
S  0.627  1.220  -0.141
H  -2.085  -0.772  -2.117
H  -3.218  -1.133  -0.865
H  1.060  -0.105  1.549
H  -0.368  0.680  1.689

# 8
# CH4N3S2

A 2-piece molecular cluster, CH4N3S2 overall (ωB97M-V with the def2-TZVPD basis set, the OMol25 dataset).

The calculation puts the energy above the lowest of the compared OMol25 structures with the same formula, charge and spin at 1.5235 eV. Its charge is +1. Its HOMO energy is -13.82 eV. The HOMO-LUMO gap is 6.36 eV. Its max |F| is 1.8 eV/Å.

Positions of all 10 atoms, in Å:
C  0.565  -0.008  1.083
N  -0.544  -0.395  1.501
N  0.327  0.264  -1.538
N  1.702  0.289  1.058
S  -1.915  -0.997  1.974
S  -3.257  -0.857  0.691
H  -0.370  0.925  -1.236
H  1.221  0.500  -1.999
H  2.432  0.769  0.505
H  -0.160  -0.490  -2.038

# 9
# CH4N4

A 2-piece molecular cluster, CH4N4 overall (ωB97M-V with the def2-TZVPD basis set, the OMol25 dataset).

The calculation puts the energy above the lowest of the compared OMol25 structures with the same formula, charge and spin at 2.4497 eV. Its charge is 0. The SMILES is [H]/N=N/C.N#N. Its HOMO energy is -9.56 eV. The HOMO-LUMO gap is 10.46 eV. Its max |F| is 6.7 eV/Å.

Positions of all 9 atoms, in Å:
C  -0.521  1.177  -0.013
N  -0.743  -0.991  -0.658
N  -0.791  -0.292  0.397
N  2.312  -1.680  0.639
N  2.519  -0.640  0.320
H  -1.435  1.278  -0.288
H  0.061  1.185  -0.965
H  -0.384  1.922  0.849
H  -1.019  -1.958  -0.282

# 10
# CH4N4

One molecule with the formula CH4N4 (ωB97M-V with the def2-TZVPD basis set, the OMol25 dataset).

The calculation puts the energy above the lowest of the compared OMol25 structures with the same formula, charge and spin at 5.7074 eV. Its charge is 0. Its HOMO energy (spin up / spin down) is -7.08 / -7.55 eV. The HOMO-LUMO gap (spin up / spin down) is 7.29 / 8.32 eV. Its max |F| is 3.0 eV/Å.

Positions of all 9 atoms, in Å:
C  0.039  0.625  -0.508
N  -0.130  -0.612  -0.899
N  0.946  -0.941  1.020
N  0.631  -1.423  -0.147
N  -0.688  1.699  -0.683
H  1.625  -1.566  1.391
H  0.537  -2.498  -0.388
H  -0.469  2.613  -0.339
H  -1.681  1.659  -0.978

# 11
# CH4N4

CH4N4 as an isolated structure (ωB97M-V with the def2-TZVPD basis set, the OMol25 dataset).

The calculation puts the energy above the lowest of the compared OMol25 structures with the same formula, charge and spin at 6.9679 eV. Its charge is 0. Its HOMO energy is -7.66 eV. The HOMO-LUMO gap is 8.65 eV. Its max |F| is 5.5 eV/Å.

Positions of all 9 atoms, in Å:
C  0.558  0.711  0.335
N  1.571  -0.153  -0.027
N  0.600  -1.185  -0.255
N  -0.315  -0.258  0.050
N  -1.684  -0.279  0.130
H  0.650  1.689  0.157
H  2.753  0.048  0.168
H  -1.989  -1.179  -0.254
H  -2.144  0.607  -0.305

# 12
# CH4N5

An isolated ion of composition CH4N5 and charge +1 (ωB97M-V with the def2-TZVPD basis set, the OMol25 dataset).

The calculation puts the energy above the lowest of the compared OMol25 structures with the same formula, charge and spin at 0.0000 eV. Its charge is +1. The SMILES is N#[N+]N=C(N)N. Its HOMO energy is -15.60 eV. The HOMO-LUMO gap is 11.15 eV. Its max |F| is 6.2 eV/Å.

Positions of all 10 atoms, in Å:
C  0.431  0.522  -0.059
N  1.317  3.677  -1.010
N  1.369  1.626  0.000
N  1.271  2.641  -0.619
N  0.918  -0.500  0.588
N  -0.786  0.612  -0.622
H  1.776  -0.378  1.046
H  0.378  -1.271  1.086
H  -1.062  1.592  -0.954
H  -1.621  0.012  -0.506

# 13
# CH4N6

One molecule with the formula CH4N6 (ωB97M-V with the def2-TZVPD basis set, the OMol25 dataset).

The calculation puts the energy above the lowest of the compared OMol25 structures with the same formula, charge and spin at 4.1587 eV. Its charge is 0. The SMILES is CN1N=NN=NN1. Its HOMO energy is -9.27 eV. The HOMO-LUMO gap is 8.94 eV. Its max |F| is 4.7 eV/Å.

Positions of all 11 atoms, in Å:
C  1.494  -0.439  -0.153
N  -2.483  0.187  -0.021
N  -1.886  -0.961  0.306
N  -1.742  1.203  -0.033
N  -0.712  -1.144  0.237
N  -0.440  1.122  -0.162
N  0.126  -0.231  -0.549
H  1.981  -1.125  -0.837
H  2.130  0.465  -0.204
H  1.459  -0.698  0.800
H  0.074  1.623  0.616

# 14
# CH4NO

A 2-piece molecular cluster, CH4NO overall (ωB97M-V with the def2-TZVPD basis set, the OMol25 dataset).

The calculation puts the energy above the lowest of the compared OMol25 structures with the same formula, charge and spin at 0.7602 eV. Its charge is -1. Its HOMO energy is -1.66 eV. The HOMO-LUMO gap is 6.74 eV. Its max |F| is 1.6 eV/Å.

Positions of all 7 atoms, in Å:
N  0.646  0.914  0.341
C  1.167  -0.211  0.113
O  -1.919  0.310  0.098
H  2.191  -0.207  -0.327
H  -1.929  -0.083  -0.787
H  -0.864  0.476  0.173
H  0.707  -1.200  0.390

# 15
# CH4NO

An isolated ion of composition CH4NO and charge +1 (ωB97M-V with the def2-TZVPD basis set, the OMol25 dataset).

The calculation puts the energy above the lowest of the compared OMol25 structures with the same formula, charge and spin at 6.3344 eV. Its charge is +1. Its HOMO energy (spin up / spin down) is -18.98 / -19.03 eV. The HOMO-LUMO gap (spin up / spin down) is 10.32 / 8.93 eV. Its max |F| is 7.3 eV/Å.

Positions of all 7 atoms, in Å:
C  -0.778  -0.067  -0.082
N  1.572  0.073  -0.299
O  0.341  0.155  0.585
H  -1.357  0.921  -0.345
H  -0.575  -0.526  -0.938
H  -1.473  -0.530  0.730
H  2.270  -0.026  0.348

# 16
# CH4NO2

A 2-piece molecular cluster, CH4NO2 overall (ωB97M-V with the def2-TZVPD basis set, the OMol25 dataset).

The calculation puts the energy above the lowest of the compared OMol25 structures with the same formula, charge and spin at 2.1770 eV. Its charge is -1. Its HOMO energy is -2.00 eV. The HOMO-LUMO gap is 6.96 eV. Its max |F| is 1.8 eV/Å.

Positions of all 8 atoms, in Å:
O  -0.108  -2.309  -0.830
H  0.824  -2.108  -0.657
C  -0.157  0.400  0.331
N  -0.667  1.563  1.042
O  0.770  0.644  -0.429
H  -0.457  -1.423  -0.528
H  -0.570  2.393  0.446
H  -0.342  1.793  1.977

# 17
# CH4NO2P

One molecule with the formula CH4NO2P (ωB97M-V with the def2-TZVPD basis set, the OMol25 dataset).

The calculation puts the energy above the lowest of the compared OMol25 structures with the same formula, charge and spin at 6.5930 eV. Its charge is 0. The SMILES is C=[PH2]ON=O. Its HOMO energy is -6.84 eV. The HOMO-LUMO gap is 4.88 eV. Its max |F| is 5.5 eV/Å.

Positions of all 9 atoms, in Å:
C  -1.559  -0.397  0.506
N  2.604  -0.288  0.299
O  1.073  -0.732  -0.158
O  2.801  0.846  0.296
P  -0.156  0.205  -0.327
H  -1.736  -1.465  0.574
H  -2.578  0.017  0.176
H  -0.357  0.420  -1.677
H  -0.093  1.394  0.311

# 18
# CH4NO2P

One molecule with the formula CH4NO2P (ωB97M-V with the def2-TZVPD basis set, the OMol25 dataset).

The calculation puts the energy above the lowest of the compared OMol25 structures with the same formula, charge and spin at 0.5680 eV. Its charge is 0. The SMILES is NC(=O)OP. Its HOMO energy is -9.27 eV. The HOMO-LUMO gap is 9.94 eV. Its max |F| is 3.9 eV/Å.

Positions of all 9 atoms, in Å:
C  -0.541  0.501  0.075
N  -1.756  0.044  0.343
O  -0.208  1.541  -0.400
O  0.528  -0.472  0.452
P  2.083  -0.043  0.059
H  -2.530  0.662  0.165
H  -1.905  -0.885  0.690
H  2.422  -1.402  -0.052
H  1.907  0.053  -1.332

# 19
# CH4NO2Si

A 2-piece molecular cluster, CH4NO2Si overall (ωB97M-V with the def2-TZVPD basis set, the OMol25 dataset).

The calculation puts the energy above the lowest of the compared OMol25 structures with the same formula, charge and spin at 4.0624 eV. Its charge is -1. Its HOMO energy (spin up / spin down) is -4.34 / -4.59 eV. The HOMO-LUMO gap (spin up / spin down) is 7.79 / 8.23 eV. Its max |F| is 3.0 eV/Å.

Positions of all 9 atoms, in Å:
C  1.497  0.029  0.143
N  0.253  -0.516  -0.083
O  2.548  -0.610  0.115
O  1.324  1.261  0.146
Si  -1.196  0.366  0.034
H  0.485  -2.439  -0.323
H  -2.303  -0.555  0.116
H  -1.275  1.156  -1.218
H  -1.333  1.308  1.070

# 20
# CH4NO3P

One molecule with the formula CH4NO3P (ωB97M-V with the def2-TZVPD basis set, the OMol25 dataset).

The calculation puts the energy above the lowest of the compared OMol25 structures with the same formula, charge and spin at 1.3133 eV. Its charge is 0. Its HOMO energy is -10.45 eV. The HOMO-LUMO gap is 10.13 eV. Its max |F| is 3.6 eV/Å.

Positions of all 10 atoms, in Å:
C  0.625  -0.671  -0.354
N  -0.008  0.437  -0.744
O  0.880  -1.863  2.291
O  -0.914  0.074  1.688
O  -0.795  -2.123  0.333
P  0.076  -1.316  1.239
H  1.135  -1.242  -1.128
H  -0.273  1.005  -0.010
H  -1.458  -0.539  2.243
H  -0.228  0.921  -1.617